(1)
DFT (ωB97M-V/def2-TZVPD) results for a cluster of 9 separate species, C34H40Cl10N4O8 in total at a distorted geometry.

Geometry as XYZ:
```
96
Properties=species:S:1:pos:R:3:forces:R:3
O -1.7753 -16.3910 8.1209 -0.1 0.6 0.2
N -1.8584 -17.3837 8.8051 0.4 -0.9 -0.6
O -1.6279 -18.5040 8.3889 0.1 -0.3 0.1
C -2.2700 -17.2738 10.1950 -1.3 0.4 0.3
C -3.1224 -16.2187 10.4875 -0.7 0.4 1.1
C -3.5978 -16.0898 11.8053 0.3 -0.9 -0.9
C -3.1877 -17.0207 12.7332 -0.5 -0.2 1.1
C -2.4470 -18.1543 12.4117 0.7 0.9 0.0
C -2.0213 -18.2952 11.1105 0.8 0.2 -0.8
H -3.5502 -15.5458 9.7586 0.6 0.0 -0.4
H -4.3721 -15.3962 12.0986 0.2 0.4 -0.2
H -3.5375 -16.8819 13.7519 0.1 -0.2 0.0
H -2.0162 -18.7814 13.1798 -0.6 -0.3 0.0
H -1.4162 -19.1263 10.7695 0.0 -0.1 0.1
O -2.3185 -21.9731 18.8789 0.7 -0.4 -0.4
N -3.0258 -22.9589 18.9704 -0.1 1.2 0.3
O -4.1778 -22.8790 19.3346 -0.7 -0.4 -0.1
C -2.4794 -24.2835 18.7282 -1.5 -0.9 -0.3
C -3.3461 -25.3785 18.8963 1.5 -0.6 0.7
C -2.7390 -26.6316 18.8830 -0.2 -0.7 -0.3
C -1.3977 -26.8419 18.5629 0.1 0.8 0.6
C -0.6006 -25.7218 18.3931 -0.1 -0.5 -0.8
C -1.1675 -24.4632 18.3879 1.0 0.6 0.2
H -4.3777 -25.3796 19.2063 0.0 0.7 -0.1
H -3.3181 -27.4942 19.1928 -0.2 0.0 -0.3
H -0.9263 -27.8142 18.5403 -0.3 -0.2 0.1
H 0.4620 -25.8221 18.2090 0.0 0.0 -0.1
H -0.5158 -23.6317 18.1654 -0.2 0.3 0.2
O 5.3020 -18.5149 8.3967 -0.7 0.1 -0.1
N 5.0977 -19.6750 8.0902 1.3 -0.1 0.9
O 5.8205 -20.2904 7.3278 -0.5 -0.1 -0.3
C 4.0825 -20.4343 8.8536 -0.2 0.0 0.4
C 3.9536 -21.7870 8.6107 0.3 0.1 -0.7
C 3.0306 -22.5412 9.3162 -0.2 0.2 -0.4
C 2.2351 -21.9154 10.2564 0.1 0.2 0.2
C 2.4273 -20.5605 10.5490 -0.3 -0.5 0.3
C 3.3612 -19.8105 9.8693 0.5 0.2 -0.5
H 4.5730 -22.1944 7.8209 -0.1 -0.2 0.1
H 2.8669 -23.5769 9.0537 0.1 -0.1 0.1
H 1.4731 -22.4885 10.7683 0.0 0.1 0.1
H 1.8436 -20.1129 11.3433 0.0 0.1 -0.1
H 3.5756 -18.7769 10.1040 -0.2 0.0 0.0
O 4.1989 -21.7727 14.6241 0.2 0.2 0.3
N 4.5779 -22.3749 13.6410 -0.4 -0.6 -0.5
O 4.0995 -23.4259 13.2660 0.1 -0.3 0.1
C 5.5907 -21.7931 12.7807 0.1 1.5 -0.4
C 5.6938 -20.3924 12.7780 0.7 -0.9 0.3
C 6.6091 -19.8366 11.8969 -0.2 0.4 0.0
C 7.2279 -20.5995 10.9186 0.6 0.0 0.3
C 7.1220 -21.9808 10.9306 -1.2 0.3 -0.1
C 6.2921 -22.5715 11.8875 0.4 -0.6 -0.6
H 5.1270 -19.8471 13.5178 0.0 0.3 -0.1
H 6.8965 -18.7926 11.9159 -0.5 0.1 0.1
H 7.8576 -20.0546 10.2267 0.0 -0.3 -0.2
H 7.4613 -22.5855 10.1014 0.5 0.0 0.2
H 6.2154 -23.6494 11.8653 -0.3 0.0 0.2
Cl -1.7791 -17.1121 16.2268 0.0 -0.2 0.1
C -0.5972 -15.8360 15.8944 0.2 0.0 -0.6
C 0.2227 -16.1005 14.6596 0.3 0.3 -0.6
Cl 1.2541 -17.5375 14.7701 0.2 -0.3 0.2
H 0.0898 -15.7218 16.7291 -0.3 0.1 0.2
H -1.1648 -14.9325 15.6768 0.1 0.1 0.4
H 0.9140 -15.2709 14.5040 -0.1 0.1 0.1
H -0.3520 -16.2059 13.7405 -0.3 -0.1 0.2
Cl -1.1539 -21.7639 13.5454 -0.1 0.0 -0.2
C 0.0112 -20.4829 13.9561 0.3 0.3 0.4
C 1.1045 -21.0572 14.8480 0.7 -1.0 -1.1
Cl 0.3984 -21.5860 16.3629 -0.1 0.2 0.9
H -0.5064 -19.6937 14.4980 -0.2 -0.1 0.1
H 0.3446 -20.0315 13.0238 0.4 -0.2 0.0
H 2.0277 -20.4941 14.9805 -0.5 0.8 0.3
H 1.5285 -21.9830 14.4504 -0.4 0.0 -0.5
Cl -4.4843 -19.2590 16.0821 -0.1 0.0 -0.2
C -4.0046 -20.9886 16.2378 0.4 0.3 0.4
C -4.3511 -21.7078 14.9593 0.1 0.3 -0.3
Cl -4.0167 -23.4643 15.0230 -0.3 0.1 0.4
H -4.5255 -21.3362 17.1255 -0.1 -0.3 -0.1
H -2.9372 -20.9513 16.4415 0.0 -0.3 -0.1
H -3.7098 -21.3808 14.1477 -0.1 0.3 0.0
H -5.3862 -21.4840 14.7094 -0.1 -0.5 -0.1
Cl 8.3030 -20.1609 17.1888 -0.2 0.1 0.0
C 6.9261 -19.3332 16.3960 -0.1 -0.2 0.1
C 5.6178 -19.8602 16.9196 -1.0 -0.2 0.3
Cl 4.2834 -18.9723 16.0789 0.2 0.0 0.0
H 6.9931 -19.5634 15.3383 0.1 0.1 -0.1
H 7.0029 -18.2611 16.5490 0.2 0.0 0.1
H 5.3825 -19.7101 17.9706 0.6 0.3 0.1
H 5.4677 -20.9251 16.7524 0.1 0.1 -0.4
Cl 3.3797 -27.2451 14.6444 0.0 -0.3 -0.2
C 2.3697 -26.3728 15.8132 0.2 0.2 0.5
C 2.2556 -24.9184 15.4142 0.0 0.0 0.4
Cl 1.0863 -24.7228 14.0935 0.0 0.1 -0.2
H 2.8812 -26.4593 16.7736 0.0 0.1 0.0
H 1.4160 -26.8856 15.9030 -0.1 0.1 -0.2
H 3.2292 -24.5346 15.1164 -0.2 0.0 -0.3
H 1.9109 -24.2894 16.2366 -0.2 -0.2 0.1
```
Forces are in eV/Å.

Gap between HOMO and LUMO in eV: 9.3
Net charge: 0
Largest force on an atom in eV/A: 1.766
Energy above the lowest of the compared OMol25 structures with the same formula, charge and spin in kJ/mol: 0.00
SMILES: O=[N+]([O-])c1ccccc1.O=[N+]([O-])c1ccccc1.O=[N+]([O-])c1ccccc1.O=[N+]([O-])c1ccccc1.ClCCCl.ClCCCl.ClCCCl.ClCCCl.ClCCCl



(2)
DFT (ωB97M-V/def2-TZVPD) results for a structure of composition C34H40Cl2FGe2N2O5SiTi.

Geometry as XYZ:
```
88
Properties=species:S:1:pos:R:3:forces:R:3
Ti -0.7302 0.9299 -0.3747 0.2 -0.1 -0.1
O -4.1917 1.3414 -3.1166 0.0 0.0 0.0
C -3.0547 0.9960 -2.5143 0.1 0.0 0.0
O -2.5500 1.6758 -1.6516 0.0 0.1 0.0
C -2.4698 -0.3174 -2.9730 0.0 0.0 0.0
O -1.0815 -0.3306 -2.8021 0.0 0.0 0.1
C -0.3989 0.5189 -3.7361 0.0 0.0 -0.1
C -0.0194 1.8746 -3.1406 0.0 0.0 -0.2
O 0.1389 2.8207 -3.8890 0.0 -0.1 0.0
O 0.1549 1.8714 -1.8645 0.0 0.2 0.1
H -4.4928 2.1685 -2.7068 0.0 0.0 0.0
H -2.8834 -1.0763 -2.3085 0.0 0.0 0.0
H -2.7665 -0.5308 -4.0035 0.0 0.0 0.0
H 0.5294 0.0168 -4.0069 0.0 0.0 0.0
H -1.0007 0.6640 -4.6359 0.0 0.0 0.0
C -3.8406 2.0457 1.0051 0.0 0.0 0.0
Si -3.6645 0.1704 0.9692 -0.1 0.1 0.1
C -3.7790 -0.4586 2.7345 0.0 0.0 0.0
C -5.1995 -0.4940 0.0823 0.0 0.0 0.0
N -2.2022 -0.3952 0.2162 0.2 0.0 0.0
C -1.9890 -1.7482 0.5483 0.0 0.0 0.1
C -2.6585 -2.7991 -0.0895 0.0 0.0 0.0
C -2.5908 -4.1094 0.3649 0.0 -0.1 0.0
C -1.8400 -4.4213 1.4872 0.0 -0.1 -0.1
C -1.1361 -3.4153 2.1334 0.0 0.0 0.0
C -1.2091 -2.1255 1.6530 -0.1 -0.1 -0.1
F -0.5590 -1.1677 2.3306 0.0 0.1 0.0
H -4.0412 2.3746 2.0283 0.0 0.0 0.0
H -4.6813 2.3685 0.3848 0.0 0.0 0.0
H -2.9566 2.5773 0.6644 0.0 0.0 0.0
H -4.7621 -0.2378 3.1585 0.0 0.0 0.0
H -3.0204 0.0245 3.3567 0.0 0.0 0.0
H -3.6224 -1.5380 2.7911 0.0 0.0 0.0
H -6.0905 -0.0943 0.5757 0.0 0.0 0.0
H -5.2558 -1.5840 0.1253 0.0 0.0 0.0
H -5.2429 -0.1924 -0.9678 0.0 0.0 0.0
H -3.2869 -2.5611 -0.9392 0.0 0.0 0.0
H -3.1375 -4.8850 -0.1567 0.0 0.0 0.0
H -1.7879 -5.4386 1.8523 0.0 0.0 0.0
H -0.5368 -3.6120 3.0131 0.0 0.0 0.0
Cl 0.4193 1.3518 3.6439 0.0 0.0 0.0
C -0.1148 2.9144 3.1225 0.0 0.0 -0.1
C -0.1623 3.9450 4.0408 0.0 0.0 0.0
C -0.5779 5.2066 3.6452 0.0 0.1 0.0
C -0.9321 5.4256 2.3219 0.0 0.0 0.1
C -0.8721 4.3887 1.4112 0.0 -0.1 0.0
Cl -1.2958 4.6972 -0.2440 0.0 0.0 0.0
C -0.4792 3.0801 1.7674 0.2 0.0 0.1
N -0.4500 2.0698 0.8737 -0.5 -0.3 -0.1
H 0.1292 3.7501 5.0641 0.0 0.0 0.0
H -0.6186 6.0160 4.3620 0.0 0.0 0.0
H -1.2489 6.4030 1.9839 0.0 0.0 0.0
C 1.1499 -4.0956 -0.4226 0.0 0.0 0.0
Ge 2.2552 -2.6707 0.3852 0.0 0.0 0.0
C 2.3078 -2.9480 2.3447 0.0 0.0 0.0
C 4.0716 -3.1304 -0.2523 0.0 0.0 0.0
Ge 1.6078 -0.3959 -0.2891 0.1 0.0 0.1
C 2.9083 0.7683 0.6801 0.0 0.0 -0.1
C 3.9797 0.2759 1.4238 0.0 -0.1 0.0
C 4.8655 1.1242 2.0774 0.0 0.0 0.0
C 4.7020 2.4982 1.9910 0.0 0.0 0.0
C 3.6455 3.0115 1.2508 0.0 0.0 0.0
C 2.7599 2.1559 0.6108 0.0 0.0 0.0
C 2.3866 -0.4316 -2.1322 0.0 0.0 0.0
C 2.2526 -1.5510 -2.9553 0.0 0.0 0.0
C 2.7097 -1.5547 -4.2673 0.0 0.0 0.0
C 3.3082 -0.4187 -4.7944 0.0 0.0 0.0
C 3.4497 0.7075 -3.9943 0.0 0.0 0.0
C 2.9998 0.6955 -2.6812 0.0 0.0 0.0
H 1.3437 -5.0409 0.0905 0.0 0.0 0.0
H 1.4232 -4.2222 -1.4708 0.0 0.0 0.0
H 0.0846 -3.8823 -0.3682 0.0 0.0 0.0
H 1.8989 -3.9263 2.6062 0.0 0.0 0.0
H 1.7442 -2.1782 2.8712 0.0 0.0 0.0
H 3.3433 -2.9081 2.6868 0.0 0.0 0.0
H 4.3013 -4.1618 0.0280 0.0 0.0 0.0
H 4.8337 -2.4789 0.1749 0.0 0.0 0.0
H 4.1256 -3.0429 -1.3380 0.0 0.0 0.0
H 4.1273 -0.7943 1.5144 0.0 0.0 0.0
H 5.6823 0.7095 2.6575 0.0 0.0 0.0
H 5.3886 3.1643 2.5002 0.0 0.0 0.0
H 3.5019 4.0835 1.1787 0.0 0.0 0.0
H 1.9311 2.5763 0.0554 0.0 0.0 0.0
H 1.7607 -2.4387 -2.5742 0.0 0.0 0.0
H 2.5898 -2.4414 -4.8799 0.0 0.0 0.0
H 3.6579 -0.4087 -5.8199 0.0 0.0 0.0
H 3.9035 1.6049 -4.3979 0.0 0.0 0.0
H 3.1089 1.5911 -2.0799 0.0 0.0 0.0
```
Forces are in eV/Å.

Gap between HOMO and LUMO in eV: 7.0
Net charge: -1
Largest force on an atom in eV/A: 0.554
Energy above the lowest of the compared OMol25 structures with the same formula, charge and spin in kJ/mol: 37.15



How do the records compare in HOMO energy? In the order shown, they have -10.12, -4.88 eV.